31
Properties=species:S:1:pos:R:3:mulliken_charge:R:1 method="wB97M-V/def2-TZVPD" gap_ev=7.604 largest_force_ev_per_a=3.80 e_homo_ev=-4.3 total_energy_ev=-27036.25164 lumo_ev=3.333 total_charge=-1 relative_energy_ev=0.0000
C -1.910 1.336 -0.562 -1.04
N -0.464 1.062 -0.308 -0.03
C 0.047 1.686 0.913 0.57
C 1.598 1.306 0.815 -0.88
S 2.300 -0.113 1.681 -0.44
C -0.471 1.101 2.245 -1.68
H -2.605 0.673 -0.079 0.35
H -2.159 2.300 -0.113 0.41
H -2.139 1.403 -1.643 0.25
H -0.288 0.078 -0.409 -0.01
H -0.124 2.763 1.160 0.30
H 1.835 1.209 -0.261 0.24
H 2.035 2.225 1.276 0.29
H -1.553 1.207 2.222 0.40
H 0.037 1.602 3.069 0.43
H -0.233 0.020 2.367 0.41
H 0.336 1.237 -2.351 0.36
H 0.788 -0.025 -3.023 0.42
O 0.387 0.840 -3.237 -0.72
H -0.207 -2.786 -0.472 0.44
H -0.563 -2.546 -1.910 0.32
O -0.825 -3.156 -1.206 -0.74
H 1.804 -1.537 0.813 0.10
H 1.550 -3.010 0.197 0.27
O 0.975 -2.239 0.324 -0.79
H -2.328 -1.510 0.408 0.38
H -1.285 -0.972 1.334 0.19
O -2.229 -1.212 1.320 -0.66
H 1.531 -1.645 -1.253 0.43
H 2.212 -0.254 -1.415 0.28
O 1.949 -1.042 -1.901 -0.82